(1)
The following is a DFT calculation (the ωB97M-V functional and the def2-TZVPD basis) of 5 unconnected molecules or ions with the total composition C2H15NO4.

```
22
Properties=species:S:1:pos:R:3:mulliken_charge:R:1
C -0.212 -2.324 -2.086 -1.2131
C -0.483 -0.819 -1.997 -0.1701
N -0.462 -0.332 -0.590 -0.5617
H -1.160 -2.871 -2.007 0.3089
H 0.422 -2.646 -1.262 0.3456
H 0.189 -2.723 -3.015 0.3570
H -1.376 -0.551 -2.552 0.2885
H 0.323 -0.274 -2.500 0.2400
H 0.516 -0.183 -0.348 0.1864
H -0.844 -1.129 -0.098 0.2186
O 2.286 1.081 -1.614 -0.6262
H 1.535 1.418 -1.124 0.2929
H 3.028 1.627 -1.459 0.3043
O 0.353 1.561 2.581 -0.6022
H 0.942 1.575 1.829 0.2838
H 0.155 2.476 2.721 0.3192
O -0.088 -0.796 4.856 -0.6384
H -0.088 0.048 4.368 0.3270
H 0.795 -0.877 5.193 0.3063
O -1.889 2.280 -0.312 -0.6645
H -2.685 1.868 -0.064 0.2905
H -1.257 1.591 -0.519 0.4071
```

Calculated values
SMILES: CCN.O.O.O.O
relative energy (zero: lowest compared OMol25 entry of this formula, charge and spin): 24.3 kcal/mol
HOMO energy: -10.044 eV
multiplicity: 1



(2)
The following is a DFT calculation (the ωB97M-V functional and the def2-TZVPD basis) of C5H7NO in the gas phase.

```
14
Properties=species:S:1:pos:R:3:mulliken_charge:R:1
C -1.722 0.103 0.271 -1.3429
C -0.393 0.191 -0.486 0.7609
C 0.592 1.129 0.135 -0.3673
C 1.770 0.975 0.589 -0.2433
N 1.522 -1.244 -0.085 -0.5514
C 0.280 -1.232 -0.553 0.1964
O -0.436 -2.127 -1.025 -0.6735
H -2.305 1.029 0.221 0.3591
H -1.548 -0.153 1.321 0.3583
H -2.295 -0.710 -0.182 0.3435
H -0.577 0.495 -1.526 0.2589
H 0.610 2.212 0.417 0.2862
H 2.624 1.471 1.057 0.3598
H 1.921 -2.190 -0.144 0.2553
```

Calculated values
relative energy (zero: lowest compared OMol25 entry of this formula, charge and spin): 103.0 kcal/mol
HOMO energy: -8.768 eV
multiplicity: 1



(3)
The following is a DFT calculation (the ωB97M-V functional and the def2-TZVPD basis) of C5H11NO in the gas phase.

```
18
Properties=species:S:1:pos:R:3:mulliken_charge:R:1
C -2.077 -0.645 -1.062 -1.1284
C -1.440 0.118 0.098 -0.6679
C 0.034 0.376 -0.122 0.5630
C 0.840 0.996 1.025 -1.1791
C 1.988 -0.405 0.473 -0.0358
O 3.018 0.238 -0.188 -0.5005
N 0.840 -0.834 -0.245 -0.3782
H -1.981 -0.079 -1.996 0.2941
H -1.589 -1.614 -1.221 0.3067
H -3.140 -0.831 -0.882 0.3638
H -1.943 1.082 0.242 0.2865
H -1.555 -0.438 1.040 0.3312
H 0.161 0.959 -1.048 0.1573
H 0.845 2.126 0.964 0.3126
H 0.408 0.789 2.007 0.3086
H 2.472 -1.317 0.917 0.3440
H 2.701 1.144 -0.156 0.3036
H 0.418 -1.666 0.154 0.3185
```

Calculated values
SMILES: CC[C@H]1C[C@H](O)N1
relative energy (zero: lowest compared OMol25 entry of this formula, charge and spin): 75.1 kcal/mol
HOMO energy: -8.724 eV
multiplicity: 1



(4)
The following is a DFT calculation (the ωB97M-V functional and the def2-TZVPD basis) of 9 unconnected molecules or ions with the total composition C24H67NO10.

```
102
Properties=species:S:1:pos:R:3:mulliken_charge:R:1
C -4.124 -2.650 0.605 -0.7855
O -5.308 -2.949 1.353 -0.3006
C -5.875 -4.225 1.019 -0.6116
C -7.145 -4.523 1.790 -0.6544
N -8.228 -3.566 1.368 -0.4303
C -9.219 -3.546 2.437 -0.6033
C -10.292 -2.416 2.247 -0.6716
O -9.647 -1.154 2.395 -0.3257
C -10.551 -0.086 2.015 -0.7771
H -3.249 -3.281 0.759 0.2944
H -3.835 -1.605 0.713 0.2700
H -4.403 -2.654 -0.449 0.3263
H -5.190 -5.050 1.216 0.4356
H -6.036 -4.231 -0.059 0.3528
H -6.949 -4.677 2.851 0.3955
H -7.420 -5.526 1.463 0.3175
H -7.875 -2.620 1.353 0.3155
H -8.675 -3.299 3.348 0.3708
H -9.680 -4.520 2.601 0.3894
H -11.131 -2.637 2.907 0.4406
H -10.783 -2.442 1.275 0.3651
H -10.549 0.003 0.929 0.3249
H -10.037 0.835 2.288 0.2633
H -11.560 -0.175 2.418 0.2986
C 0.625 1.855 3.982 -1.3131
C -0.116 3.045 3.378 0.5690
C -1.127 3.741 4.337 -1.2537
O 0.817 3.937 2.893 -0.5171
H 1.368 1.450 3.295 0.2896
H -0.053 1.035 4.220 0.3827
H 1.138 2.090 4.915 0.3375
H -0.676 2.722 2.501 0.1811
H -0.548 3.962 5.234 0.3129
H -1.890 3.024 4.636 0.3316
H -1.603 4.603 3.868 0.3796
H 0.343 4.609 2.397 0.3025
C 2.462 -5.581 -0.485 -1.3127
C 3.269 -5.068 0.704 0.5234
C 4.806 -4.982 0.482 -1.1608
O 2.697 -3.817 1.034 -0.5286
H 2.513 -4.888 -1.325 0.3261
H 1.432 -5.841 -0.241 0.3150
H 2.899 -6.497 -0.882 0.3752
H 3.035 -5.652 1.594 0.2340
H 5.084 -4.336 -0.351 0.2966
H 5.152 -5.996 0.281 0.3554
H 5.263 -4.564 1.379 0.2891
H 2.964 -3.555 1.917 0.2929
C -0.874 -3.041 -5.228 -1.3401
C -0.242 -2.071 -6.200 0.4271
C -1.202 -0.967 -6.546 -1.1179
O 0.870 -1.595 -5.593 -0.5346
H -1.721 -3.588 -5.642 0.3815
H -1.331 -2.544 -4.373 0.3533
H -0.213 -3.803 -4.816 0.3416
H 0.043 -2.593 -7.113 0.2732
H -2.164 -1.338 -6.900 0.3623
H -0.782 -0.282 -7.283 0.2948
H -1.436 -0.438 -5.623 0.2160
H 0.662 -1.380 -4.681 0.3424
C 8.654 -1.443 3.687 -1.1896
C 8.099 -0.057 3.306 0.5256
C 7.758 0.009 1.771 -1.2041
O 6.955 0.131 4.069 -0.5491
H 8.080 -2.280 3.290 0.2531
H 8.572 -1.595 4.763 0.3409
H 9.720 -1.539 3.481 0.3442
H 8.807 0.744 3.517 0.1901
H 7.057 -0.761 1.452 0.2839
H 8.627 -0.086 1.120 0.3459
H 7.272 0.940 1.478 0.3540
H 6.520 0.924 3.746 0.2976
C -2.064 3.727 -3.051 -1.2542
C -0.978 4.156 -4.021 0.5594
C -1.362 4.446 -5.429 -1.2912
O -0.453 5.335 -3.415 -0.5533
H -1.762 3.597 -2.011 0.3238
H -2.391 2.703 -3.229 0.3356
H -2.931 4.385 -3.112 0.3331
H -0.248 3.346 -4.034 0.2159
H -0.553 4.416 -6.159 0.3047
H -1.843 5.416 -5.560 0.3445
H -2.144 3.798 -5.825 0.3424
H -1.079 6.062 -3.453 0.3375
C 5.958 5.023 3.230 -0.5537
O 5.143 3.886 2.993 -0.4303
H 6.350 5.479 2.320 0.2488
H 5.371 5.806 3.710 0.2683
H 6.679 4.654 3.959 0.2015
H 4.223 4.128 2.863 0.2697
C 2.510 0.850 -1.004 -0.4638
O 1.985 -0.416 -1.294 -0.4681
H 3.481 0.763 -0.516 0.2187
H 2.676 1.463 -1.890 0.2370
H 1.891 1.397 -0.294 0.2049
H 2.042 -1.014 -0.545 0.2668
C 4.626 6.288 -3.064 -0.5251
O 5.971 6.320 -2.745 -0.4925
H 3.973 5.856 -2.306 0.2195
H 4.366 7.317 -3.312 0.2206
H 4.405 5.598 -3.878 0.2621
H 6.336 5.568 -3.218 0.3165
```

Calculated values
SMILES: COCCNCCOC.CC(C)O.CC(C)O.CC(C)O.CC(C)O.CC(C)O.CO.CO.CO
relative energy (zero: lowest compared OMol25 entry of this formula, charge and spin): 8.7 kcal/mol
HOMO energy: -8.964 eV
multiplicity: 1



no.,Kohn-Sham gap (eV)
1,10.2727
2,7.7465
3,9.7845
4,9.1668